# C34H51BCl3N2O8SV

A molecular structure, C34H51BCl3N2O8SV (wB97M-V/def2-TZVPD, the OMol25 dataset).

Geometry as ORCA input:
```
! wB97M-V def2-TZVPD RIJCOSX def2/J DEFGRID3
* xyz 1 2
V 0.489 -0.542 0.055
Cl 5.022 -1.362 4.235
Cl 3.782 3.551 6.014
Cl 3.855 1.300 0.116
S -2.946 -0.326 1.884
O -1.891 -0.192 0.815
O -0.508 -1.818 -0.724
O -1.241 1.100 -1.877
O 1.207 -4.150 0.015
O 2.577 -1.005 2.598
O 0.899 0.595 1.243
O 0.802 2.049 -1.505
O -0.427 -2.725 1.725
N -2.120 -3.172 -1.446
N 2.689 -4.679 1.647
C 1.221 1.475 2.159
C 3.344 0.467 -4.279
C -4.552 0.848 -0.088
C 3.628 0.957 -1.584
C -4.501 -0.234 0.982
C -1.244 1.861 -4.142
C 2.426 2.378 4.019
C -1.360 -3.367 0.894
C 0.072 3.056 -2.250
C 4.242 1.084 4.970
C 2.861 -0.135 -1.970
C 1.541 -4.151 1.196
C -0.162 4.215 -1.292
C 3.074 -4.609 3.054
C -1.322 -2.756 -0.498
C 0.627 -3.535 2.259
C -2.960 -4.356 -1.297
C 2.204 -1.044 -1.000
C 2.877 -0.002 3.228
C 3.416 2.271 4.910
C -1.246 2.307 -2.688
C 3.700 -5.127 0.701
C 4.010 0.031 4.170
C -5.689 0.593 -1.073
C 2.743 -0.360 -3.343
C -2.103 -2.553 -2.773
C 2.143 1.277 3.118
C 0.962 3.508 -3.393
C -2.947 1.251 2.793
C -2.339 2.423 2.026
C 4.241 1.795 -2.498
C 4.097 1.554 -3.856
C -2.532 3.055 -2.385
C -1.818 3.490 2.985
B -0.013 0.981 -1.272
H -5.766 1.405 -1.796
H -1.688 -3.255 -3.496
H 1.910 -1.979 -1.479
H -3.209 -4.539 -0.256
H 0.806 4.569 -0.938
H -0.679 5.043 -1.777
H -2.619 3.902 3.600
H 0.201 -4.330 2.882
H 4.578 2.205 -4.573
H -5.526 -0.335 -1.627
H -2.616 3.309 -1.329
H 3.421 -3.609 3.326
H -1.532 2.046 1.392
H -3.593 0.870 -0.610
H 1.842 3.287 3.948
H -2.140 1.266 -4.328
H -4.586 -1.226 0.528
H 0.716 2.435 2.072
H 0.478 4.294 -3.977
H -4.691 1.823 0.380
H -1.153 -4.435 0.824
H -6.651 0.512 -0.564
H 2.248 -4.894 3.704
H 3.273 -5.142 -0.295
H -2.451 -5.230 -1.704
H -3.126 -2.310 -3.054
H -3.381 2.425 -2.652
H -5.293 -0.145 1.729
H -1.251 2.713 -4.821
H 1.887 3.908 -2.978
H -2.593 3.973 -2.971
H 4.554 -4.447 0.717
H -3.077 2.860 1.355
H -0.744 3.899 -0.423
H -1.366 4.318 2.436
H 2.874 -1.283 -0.161
H 1.226 2.685 -4.053
H 5.064 1.058 5.671
H -2.371 -3.223 1.291
H -2.349 1.033 3.680
H 1.197 -2.861 2.891
H -1.509 -1.646 -2.750
H -0.373 1.244 -4.364
H 3.239 0.254 -5.335
H 2.162 -1.214 -3.676
H 3.882 -5.317 3.220
H 4.830 2.629 -2.141
H 4.039 -6.128 0.969
H -1.065 3.078 3.661
H -3.884 -4.197 -1.850
H -3.973 1.432 3.118
*
```

Results
ΔE to the lowest compared entry with this formula, charge and spin, kJ/mol: 187.9
HOMO (spin up / spin down), eV: -10.2 / -10.1
Calculated total energy, eV: -130208.9994
M, g/mol: 815.97
Frontier orbital gap (spin up / spin down), eV: 6.971 / 7.047
Strongest force on any atom, hartree/bohr: 0.048